# 1
{
  "formula": "C44H63NP3SeSi2TeV",
  "method": "ωB97M-V with the def2-TZVPD basis set",
  "elements": ["V", "C", "P", "C", "C", "C", "C", "C", "C", "C", "C", "C", "C", "C", "C", "C", "C", "C", "C", "C", "P", "C", "C", "C", "C", "C", "C", "C", "C", "C", "C", "C", "C", "N", "H", "H", "H", "H", "H", "H", "H", "H", "H", "H", "H", "H", "H", "H", "H", "H", "H", "H", "H", "H", "H", "H", "H", "H", "H", "H", "C", "Si", "C", "C", "C", "Te", "C", "Si", "C", "C", "C", "H", "H", "H", "H", "H", "H", "H", "H", "H", "H", "H", "H", "H", "H", "H", "H", "H", "H", "H", "H", "H", "H", "C", "C", "P", "C", "C", "C", "C", "H", "H", "H", "H", "H", "H", "H", "H", "H", "H", "H", "H", "H", "H", "H", "Se"],
  "xyz": [[-0.834, -0.103, 0.576], [1.127, -2.848, 0.700], [1.319, -1.051, 1.145], [1.851, -1.112, 2.893], [1.131, -0.362, 3.818], [1.456, -0.410, 5.168], [2.507, -1.205, 5.602], [3.237, -1.949, 4.683], [2.909, -1.902, 3.336], [2.938, -0.687, 0.329], [3.165, -1.200, -0.950], [4.301, -0.860, -1.670], [5.241, 0.001, -1.120], [5.040, 0.500, 0.158], [3.902, 0.160, 0.875], [0.091, -2.947, -0.382], [-0.159, -3.910, -1.345], [-1.230, -3.419, -2.138], [-1.570, -2.187, -1.612], [-2.481, -1.098, -2.091], [-1.499, 0.459, -1.846], [-0.442, 0.397, -3.338], [-0.558, 1.260, -4.424], [0.305, 1.145, -5.506], [1.279, 0.157, -5.522], [1.391, -0.717, -4.449], [0.541, -0.592, -3.362], [-2.642, 1.809, -2.246], [-3.891, 1.612, -2.825], [-4.720, 2.694, -3.098], [-4.299, 3.982, -2.805], [-3.052, 4.186, -2.225], [-2.236, 3.106, -1.938], [-0.777, -1.903, -0.539], [0.834, -3.360, 1.621], [2.085, -3.272, 0.393], [0.315, 0.264, 3.463], [0.882, 0.171, 5.879], [2.764, -1.241, 6.654], [4.059, -2.570, 5.019], [3.487, -2.478, 2.623], [2.451, -1.888, -1.387], [4.450, -1.267, -2.663], [6.121, 0.281, -1.685], [5.777, 1.158, 0.606], [3.763, 0.556, 1.872], [0.375, -4.841, -1.473], [-1.666, -3.886, -3.010], [-3.394, -1.015, -1.492], [-2.763, -1.238, -3.137], [-1.313, 2.036, -4.421], [0.213, 1.830, -6.340], [1.950, 0.070, -6.369], [2.145, -1.496, -4.453], [0.624, -1.266, -2.518], [-4.228, 0.611, -3.066], [-5.694, 2.525, -3.540], [-4.944, 4.826, -3.015], [-2.724, 5.186, -1.970], [-1.288, 3.261, -1.442], [1.080, 3.524, 5.789], [2.785, 3.995, 5.167], [3.989, 3.922, 6.616], [2.764, 5.746, 4.491], [3.315, 2.806, 3.834], [1.903, 2.775, 2.187], [3.214, 3.792, 0.835], [2.380, 4.034, -0.831], [3.598, 4.882, -1.988], [0.874, 5.127, -0.593], [1.883, 2.377, -1.537], [0.720, 4.251, 6.522], [1.111, 2.549, 6.278], [0.350, 3.475, 4.977], [3.736, 4.656, 7.386], [5.012, 4.124, 6.288], [3.979, 2.933, 7.081], [2.495, 6.462, 5.272], [2.041, 5.837, 3.679], [3.747, 6.027, 4.104], [3.383, 1.780, 4.209], [4.284, 3.068, 3.403], [4.124, 3.196, 0.729], [3.466, 4.758, 1.278], [3.964, 5.825, -1.575], [3.138, 5.094, -2.956], [4.461, 4.234, -2.165], [1.129, 6.056, -0.076], [0.124, 4.607, 0.011], [0.423, 5.388, -1.556], [2.744, 1.710, -1.640], [1.429, 2.491, -2.527], [1.153, 1.873, -0.898], [-4.655, -0.351, 1.021], [-3.898, -1.627, 1.381], [-2.246, -1.347, 2.157], [-1.811, -3.089, 2.610], [-2.894, -4.105, 2.970], [-2.683, -0.529, 3.743], [-3.549, -1.278, 4.746], [-5.482, -0.573, 0.341], [-4.001, 0.392, 0.561], [-5.079, 0.119, 1.911], [-3.688, -2.222, 0.485], [-4.511, -2.259, 2.031], [-1.060, -3.014, 3.405], [-1.284, -3.464, 1.730], [-3.550, -3.775, 3.775], [-2.435, -5.046, 3.282], [-3.522, -4.327, 2.105], [-3.149, 0.408, 3.431], [-1.743, -0.217, 4.203], [-4.505, -1.584, 4.313], [-3.771, -0.641, 5.606], [-3.052, -2.173, 5.124], [-1.595, 1.955, 1.396]],
  "atomic_forces_ev_per_a": [[-0.059, 0.510, 0.143], [0.061, -0.034, 0.043], [0.112, 0.121, -0.136], [-0.062, 0.015, 0.077], [-0.005, -0.004, 0.022], [0.015, -0.018, 0.011], [0.012, 0.018, 0.019], [-0.014, -0.019, 0.014], [0.034, -0.011, 0.005], [-0.015, -0.048, -0.177], [0.010, -0.034, 0.040], [0.021, 0.010, 0.007], [-0.004, 0.031, -0.060], [0.020, 0.002, 0.024], [-0.007, -0.073, 0.079], [-0.001, 0.123, 0.044], [0.067, -0.035, -0.029], [-0.019, 0.035, -0.063], [-0.058, -0.073, 0.072], [-0.021, -0.006, -0.114], [-0.097, -0.096, 0.114], [0.024, -0.099, -0.022], [0.022, 0.052, 0.036], [0.014, 0.000, -0.025], [0.025, -0.010, -0.011], [-0.012, 0.035, -0.010], [0.025, -0.040, 0.029], [-0.042, 0.018, -0.009], [-0.017, -0.009, -0.038], [-0.012, -0.048, -0.019], [0.033, 0.049, 0.029], [-0.046, 0.041, -0.022], [0.000, 0.040, 0.004], [0.016, -0.263, -0.048], [-0.054, -0.003, 0.010], [-0.017, -0.049, -0.015], [-0.008, -0.009, -0.019], [-0.004, 0.024, 0.014], [-0.010, -0.007, -0.004], [0.003, 0.012, -0.005], [-0.005, 0.002, -0.018], [-0.056, 0.048, -0.040], [-0.005, 0.004, -0.005], [0.009, -0.019, 0.012], [-0.002, -0.001, -0.006], [0.021, -0.036, -0.006], [-0.011, 0.002, 0.005], [0.004, -0.006, 0.013], [-0.004, 0.029, 0.020], [-0.006, -0.028, 0.012], [-0.018, 0.001, -0.006], [-0.001, -0.002, 0.005], [-0.003, 0.002, 0.004], [0.005, 0.001, -0.004], [0.082, -0.023, -0.021], [0.003, 0.016, 0.005], [0.004, 0.013, 0.000], [-0.002, -0.009, 0.001], [-0.009, -0.009, -0.011], [0.057, -0.008, 0.056], [0.017, 0.054, 0.022], [-0.085, 0.020, 0.000], [0.009, 0.010, -0.019], [0.054, -0.005, 0.009], [0.091, -0.122, -0.054], [-0.252, 0.180, 0.166], [0.004, 0.036, -0.038], [-0.078, -0.018, -0.009], [0.044, -0.071, -0.004], [-0.014, -0.049, 0.021], [0.074, 0.075, -0.079], [0.002, -0.006, -0.004], [-0.007, -0.036, 0.010], [0.029, 0.003, -0.006], [-0.015, -0.004, -0.006], [-0.007, 0.004, -0.001], [-0.001, -0.005, -0.013], [-0.005, -0.003, -0.005], [-0.010, -0.020, -0.005], [-0.005, 0.005, 0.005], [0.020, 0.012, 0.018], [0.008, -0.002, 0.022], [-0.013, -0.013, -0.012], [0.030, 0.010, -0.006], [-0.017, 0.009, 0.017], [-0.011, -0.006, 0.002], [-0.001, 0.023, -0.006], [0.027, -0.002, -0.019], [-0.004, 0.004, -0.027], [-0.008, -0.019, 0.017], [0.018, 0.010, -0.005], [0.023, -0.002, 0.004], [-0.040, 0.011, 0.069], [-0.062, -0.003, -0.009], [-0.063, -0.060, 0.025], [-0.068, -0.101, -0.044], [0.121, 0.015, -0.013], [-0.085, -0.043, 0.019], [-0.001, 0.097, -0.027], [-0.047, -0.050, 0.044], [-0.001, 0.002, 0.013], [0.004, -0.007, -0.021], [0.032, 0.010, 0.007], [0.023, 0.016, -0.006], [-0.001, 0.025, -0.017], [-0.028, 0.007, 0.004], [0.030, -0.005, -0.026], [0.025, 0.002, -0.015], [0.003, 0.004, -0.005], [0.015, 0.009, 0.007], [0.007, 0.016, -0.002], [0.038, -0.054, 0.015], [0.020, -0.002, -0.008], [-0.001, 0.011, -0.013], [0.005, 0.024, 0.010], [0.170, -0.118, -0.031]],
  "mulliken_charge": [2.38, -1.54, 1.84, 0.01, 0.20, -1.09, -0.82, -0.79, -0.34, 0.52, -0.33, -0.83, -0.78, -0.75, -0.85, -0.26, -1.85, -1.40, -0.77, -1.11, 0.84, 0.13, -0.77, -0.72, -0.81, -0.56, 0.63, 0.25, -0.25, -0.77, -0.56, -0.57, -0.27, 2.07, 0.61, 0.89, 0.58, 0.50, 0.37, 0.40, 0.42, 0.18, 0.35, 0.35, 0.41, 0.56, 0.51, 0.52, 0.40, 0.67, 0.39, 0.42, 0.37, 0.49, -0.64, 0.32, 0.40, 0.36, 0.43, 0.20, -0.91, 0.23, -1.09, -1.03, -0.89, -0.24, -0.84, -0.08, -1.15, -0.88, 0.59, 0.40, 0.16, 0.32, 0.30, 0.30, 0.30, 0.32, 0.27, 0.30, 0.34, 0.59, 0.33, 0.50, 0.31, 0.30, 0.30, 0.43, 0.23, 0.24, -0.09, 0.24, -0.76, -1.49, -0.86, 1.13, -0.17, -1.68, -0.10, -1.60, 0.40, 0.12, 0.36, 0.44, 0.57, 0.31, -0.03, 0.28, 0.46, 0.31, 0.49, 0.08, 0.30, 0.45, 0.30, -0.97],
  "relative_energy_kj_mol": 0.00,
  "orbital_gap_ev": [5.31, 5.16],
  "lumo_ev": [2.20, 2.20],
  "s_squared": 1.232,
  "energy_ev": -190094.77164,
  "total_charge": -1,
  "multiplicity": 2
}

=====

# 2
{
  "formula": "Cl2Mn2O8",
  "method": "ωB97M-V with the def2-TZVPD basis set",
  "elements": ["Mn", "Mn", "Cl", "O", "O", "O", "O", "Cl", "O", "O", "O", "O"],
  "xyz": [[13.038, -34.561, 9.341], [11.309, -35.826, 16.198], [11.419, -36.263, 12.418], [11.985, -35.620, 13.501], [10.100, -35.686, 12.276], [12.086, -35.854, 11.138], [11.461, -37.728, 12.265], [10.264, -32.854, 14.996], [9.660, -31.937, 16.019], [10.129, -32.181, 13.654], [11.442, -33.602, 15.508], [9.450, -34.097, 14.886]],
  "atomic_forces_ev_per_a": [[-1.391, -1.547, 2.427], [-1.027, 3.264, -2.167], [-6.315, -2.518, -5.057], [3.183, 0.325, 3.931], [1.017, -1.483, 0.295], [3.059, 2.147, -2.990], [0.356, 2.878, 1.918], [-6.965, 0.942, -0.084], [2.711, -2.260, -2.205], [2.445, -1.683, 3.011], [3.879, 0.379, 0.917], [-0.953, -0.445, 0.004]],
  "nbo_charge": [1.86, 1.80, 2.51, -0.85, -0.75, -1.06, -0.70, 2.38, -0.68, -0.67, -0.96, -0.89],
  "relative_energy_kj_mol": 0.00,
  "orbital_gap_ev": [3.78, 3.91],
  "lumo_ev": [-12.18, -11.99],
  "s_squared": 30.009,
  "energy_ev": -104023.81445,
  "total_charge": 2,
  "multiplicity": 11
}

=====

Copy entry 2 word for word.
{
  "formula": "Cl2Mn2O8",
  "method": "ωB97M-V with the def2-TZVPD basis set",
  "elements": ["Mn", "Mn", "Cl", "O", "O", "O", "O", "Cl", "O", "O", "O", "O"],
  "xyz": [[13.038, -34.561, 9.341], [11.309, -35.826, 16.198], [11.419, -36.263, 12.418], [11.985, -35.620, 13.501], [10.100, -35.686, 12.276], [12.086, -35.854, 11.138], [11.461, -37.728, 12.265], [10.264, -32.854, 14.996], [9.660, -31.937, 16.019], [10.129, -32.181, 13.654], [11.442, -33.602, 15.508], [9.450, -34.097, 14.886]],
  "atomic_forces_ev_per_a": [[-1.391, -1.547, 2.427], [-1.027, 3.264, -2.167], [-6.315, -2.518, -5.057], [3.183, 0.325, 3.931], [1.017, -1.483, 0.295], [3.059, 2.147, -2.990], [0.356, 2.878, 1.918], [-6.965, 0.942, -0.084], [2.711, -2.260, -2.205], [2.445, -1.683, 3.011], [3.879, 0.379, 0.917], [-0.953, -0.445, 0.004]],
  "nbo_charge": [1.86, 1.80, 2.51, -0.85, -0.75, -1.06, -0.70, 2.38, -0.68, -0.67, -0.96, -0.89],
  "relative_energy_kj_mol": 0.00,
  "orbital_gap_ev": [3.78, 3.91],
  "lumo_ev": [-12.18, -11.99],
  "s_squared": 30.009,
  "energy_ev": -104023.81445,
  "total_charge": 2,
  "multiplicity": 11
}